(1)
Formula: C22H19N6O3SSeYb
Source: OMol25
Level of theory: ωB97M-V/def2-TZVPD

Structure (XYZ):
```
53
Properties=species:S:1:pos:R:3:forces:R:3
Yb 0.144521 -0.309006 0.009225 -0.3672 -0.1045 1.2120
O 3.475426 -0.886081 -2.307682 -0.0174 -0.0721 0.0212
S 2.461442 -0.886713 -1.316195 -0.3010 -0.2473 -0.5775
O 1.019752 -0.944474 -1.840023 0.4017 -0.1811 -0.3159
N 2.368491 0.215167 -0.236753 0.4833 0.7748 0.2186
C 2.768040 1.580341 -0.337429 -0.0639 -0.4833 0.0407
C 4.023144 2.005822 -0.656605 0.0549 0.2501 -0.0506
C 4.315456 3.391613 -0.649159 0.0130 -0.1463 -0.0141
C 3.366987 4.307541 -0.301484 -0.0527 0.0007 0.0190
C 2.060103 3.878972 0.043213 0.0632 0.1361 -0.0074
C 1.020467 4.765544 0.395293 0.0493 0.1384 -0.0085
C -0.227705 4.285860 0.682023 -0.0060 -0.2048 -0.0208
C -0.440694 2.903703 0.608781 -0.0131 0.1907 0.0360
N 0.502324 2.026881 0.301651 -0.0413 -0.0538 -0.0061
C 1.762636 2.506612 0.020286 -0.1108 -0.0560 -0.1104
C 2.482686 -2.410579 -0.222442 0.1024 -0.0731 -0.1708
C 1.469347 -3.474247 -0.777812 -0.0296 0.0507 0.0395
C 2.049228 -4.832901 -1.059326 -0.0149 -0.0569 -0.0144
C 3.340564 -5.113592 -0.941328 0.0524 0.0961 0.0349
C 4.292552 -4.100293 -0.481204 0.0474 -0.0576 0.0037
C 3.912537 -2.866530 -0.172753 -0.1453 -0.0394 0.2272
H 4.789891 1.289173 -0.919203 -0.0022 0.0070 -0.0068
H 5.311318 3.716951 -0.916089 -0.0010 -0.0033 0.0012
H 3.598301 5.364525 -0.289672 -0.0263 -0.0046 0.0113
H 1.215648 5.830863 0.425604 0.0380 -0.0176 0.0012
H -1.042709 4.942058 0.949064 -0.0060 -0.0078 -0.0100
H -1.429943 2.508125 0.799165 -0.0223 0.0114 0.0051
H 1.078740 -3.101580 -1.730184 0.0553 0.0198 -0.0372
H 1.368764 -5.569047 -1.473939 -0.0091 0.0181 0.0095
H 3.711241 -6.092030 -1.214221 0.0125 0.0071 0.0044
H 5.337831 -4.365833 -0.394119 -0.0180 -0.0412 -0.0223
H 4.633122 -2.133981 0.175252 -0.0253 0.0251 -0.0210
Se -2.077516 -1.231674 -2.350356 -0.4726 0.2253 -0.1545
N -2.009603 -0.168107 -0.858114 -0.0291 -0.4183 -0.4234
C -3.268187 0.085517 -0.513434 0.0147 0.2318 0.3486
C -3.686088 0.829971 0.636854 0.1159 -0.1610 -0.2204
C -5.011185 0.999394 0.850073 -0.2965 -0.0512 -0.1083
C -6.017502 0.462908 -0.036498 0.1698 0.1584 0.2596
C -5.672678 -0.258766 -1.119634 0.2207 -0.0877 -0.1256
C -4.273294 -0.482342 -1.382017 -0.4073 -0.0774 -0.0837
N -3.840963 -1.214591 -2.387985 0.4965 0.1512 0.1892
H -2.961577 1.227207 1.333803 0.0191 -0.0058 0.0109
H -5.341212 1.554971 1.718526 0.0007 -0.0096 -0.0044
H -7.057262 0.645190 0.196500 0.0003 0.0007 -0.0213
H -6.401291 -0.680944 -1.797324 0.0151 -0.0102 -0.0027
N 1.990742 -1.889183 1.078771 0.0095 0.2216 -0.0812
C 0.209167 -3.510711 0.092824 -0.0939 -0.0499 0.1797
N -0.144410 -4.659125 0.636448 0.0661 0.0356 -0.0616
O -0.477547 -2.479171 0.301178 0.0668 0.0763 -0.3043
H 1.868681 -2.667749 1.722442 0.0077 -0.0162 0.0198
H 2.705281 -1.280206 1.466668 0.0327 -0.0615 0.0708
H 0.408717 -5.490941 0.497529 -0.0293 -0.0265 0.0195
H -0.991083 -4.714513 1.184210 -0.0066 -0.0010 0.0017
```
Positions in Å, forces in eV/Å.

Summary:
Highest occupied orbital energy (alpha / beta), eV: -14.0 / -14.0
Energy above the lowest of the compared OMol25 structures with the same formula, charge and spin, eV: 1.783
Total charge: +2
Electronic energy, hartree: -5361.89421
LUMO level (alpha / beta), Eh: -0.246 / -0.249
Molar mass, u: 699.500
Spin multiplicity: 2

(2)
Formula: C22H20B2BaF7N6O6
Source: OMol25
Level of theory: ωB97M-V/def2-TZVPD

Structure (XYZ):
```
64
Properties=species:S:1:pos:R:3:forces:R:3
Ba -3.511659 -16.123862 -7.427670 -0.7173 0.6952 0.4254
C -4.003301 -18.016596 -12.253494 1.0321 -1.6159 -1.7410
C -3.977415 -17.823379 -10.805341 1.0519 2.2149 -0.9315
N -3.515990 -16.705099 -10.268831 0.8821 -0.6264 -0.4837
O -2.685690 -15.910487 -11.083925 -1.7287 -0.0738 0.6039
B -1.231586 -16.287299 -11.112110 0.2428 -0.2235 -1.0193
F -0.475244 -15.374118 -11.859460 -1.0577 -0.5588 0.8202
F -1.164942 -17.580031 -11.659147 0.4215 0.1326 0.5292
O -0.692947 -16.244258 -9.729251 0.5928 0.2641 0.6980
N -1.273799 -17.005921 -8.782781 1.3027 -1.7865 0.4207
C -0.523591 -17.984666 -8.274990 -2.8072 2.1991 -2.0390
C 0.868201 -18.224628 -8.731044 0.1455 0.6296 0.2209
C -1.348400 -18.929053 -7.498199 1.5137 -0.8149 1.1563
N -2.485940 -18.631093 -6.960987 2.1224 1.8061 -0.2064
O -3.158709 -19.404967 -6.122871 0.1286 0.7815 -2.2435
B -4.080009 -20.084595 -7.084902 -1.8217 -4.0944 1.0279
F -3.285748 -20.865603 -8.016310 -0.5942 0.8663 0.7932
F -4.762917 -20.865593 -6.165525 -0.2055 -0.1880 -0.8645
O -5.132868 -19.416228 -7.933229 1.6367 0.8512 1.9503
N -4.523113 -18.471542 -8.680410 -0.8762 -0.2952 -0.6648
C -4.456685 -18.842603 -9.929409 0.2965 -0.5692 1.4880
C -4.727891 -20.246058 -10.353986 -0.6126 -1.0794 -1.2944
C -0.624140 -20.215460 -7.247284 -1.7475 -1.0163 0.6947
H -2.970617 -18.133397 -12.637532 -0.3300 0.2219 0.3253
H -4.395560 -17.180479 -12.811909 -0.2810 0.3565 0.1335
H -4.479282 -18.962939 -12.589565 -0.0768 0.7836 0.5085
H 1.228826 -17.270973 -9.135400 0.0052 -0.3885 0.0201
H 0.878058 -18.966322 -9.527255 0.0989 -0.0742 -0.0418
H 1.512036 -18.528313 -7.907445 0.0019 -0.1769 -0.0602
H -5.554458 -20.247740 -11.107614 0.6168 -0.0352 0.4401
H -5.045653 -20.908603 -9.529876 0.2883 0.7049 -0.4967
H -3.837536 -20.744413 -10.854207 -0.8727 0.9352 0.5472
H 0.184855 -20.414485 -7.929096 -0.0836 -0.0155 -0.3808
H -1.438723 -20.983092 -7.281123 1.1360 0.2801 0.0036
H -0.200212 -20.239357 -6.249986 0.0137 0.1110 0.3720
C -2.713494 -11.772334 -9.548889 -0.1918 0.5661 -2.3176
C -2.993130 -12.977101 -8.951980 1.6067 0.0431 0.9921
N -2.505870 -13.274663 -7.746447 -0.7241 0.1780 0.6900
C -1.951922 -12.300639 -7.005971 -0.4413 1.0018 -2.3483
C -1.678535 -10.992475 -7.554074 -0.0574 0.7855 0.5526
C -2.064197 -10.769797 -8.918745 1.4422 1.5553 1.2627
C -1.149503 -9.928629 -6.714530 -1.2902 -1.0707 -0.8769
C -1.010551 -10.169855 -5.332842 0.3209 -1.8021 0.5575
C -1.353837 -11.436679 -4.754387 -0.4206 -0.0217 -0.6096
C -1.320266 -11.732596 -3.349937 0.4736 0.0178 -0.5239
C -1.639884 -13.001417 -2.926786 -0.3266 0.5931 1.1187
C -1.951434 -13.963272 -3.864436 0.8255 0.1135 -0.8130
N -1.957416 -13.772053 -5.170102 -0.4272 1.1448 -0.9653
C -1.778403 -12.522918 -5.612660 0.8552 -0.4877 1.7802
H -2.888615 -11.706483 -10.615869 -0.4517 0.2504 0.0695
H -3.480824 -13.740706 -9.517963 -0.2594 -0.5456 -0.2497
H -1.763734 -9.776710 -9.371528 -0.5908 -1.4662 0.2630
H -1.025329 -8.903390 -7.118635 0.1550 -0.8833 0.2156
H -0.498046 -9.475265 -4.689774 -0.2386 0.5080 0.0953
H -0.958959 -10.973650 -2.668992 -0.1942 0.0322 0.1320
H -1.693735 -13.307279 -1.876916 0.2633 0.4348 -0.3606
H -2.044802 -14.981345 -3.637556 -0.4796 -1.2615 0.9467
F -5.845996 -16.912300 -2.866294 0.0456 0.2713 -1.5655
C -6.547411 -16.365102 -3.944505 0.1903 0.2696 2.7173
F -7.131443 -15.304504 -3.315495 -0.3673 -0.4142 -1.4017
F -7.432786 -17.308578 -4.274392 0.0946 0.9543 -0.3167
C -5.569547 -15.971938 -5.109300 1.7973 -1.1269 0.3205
O -5.432415 -14.848289 -5.649736 -0.7407 -0.8699 0.4847
O -4.806186 -16.980245 -5.294485 -0.5864 1.0289 -0.5609
```
Positions in Å, forces in eV/Å.

Summary:
Highest occupied orbital energy (alpha / beta), eV: -11.8 / -11.2
Energy above the lowest of the compared OMol25 structures with the same formula, charge and spin, eV: 1.271
Total charge: +1
Electronic energy, hartree: -2404.45500
LUMO level (alpha / beta), Eh: -0.305 / -0.238
Molar mass, u: 756.376

(3)
Formula: C22H20Cl21F8N2O3PS
Source: OMol25
Level of theory: ωB97M-V/def2-TZVPD

Structure (XYZ):
```
78
Properties=species:S:1:pos:R:3:forces:R:3
O 4.411774 -2.993369 -0.245946 1.4188 2.0230 -0.8819
P 5.199206 -1.494602 -0.442502 0.3090 1.4818 2.2630
O 6.732232 -1.617495 -1.175013 -2.9155 -0.5149 0.3657
S 5.505733 -0.695033 1.335430 -0.2993 -0.6193 -0.6318
C 4.050828 -0.251165 -1.334635 -2.9159 2.4427 -1.9785
C 4.114210 -0.014231 -2.888469 -2.9809 2.7220 1.0338
C 3.182641 1.044896 -3.523797 0.9786 -1.3795 2.4423
C 2.146908 1.925187 -2.705102 1.7388 -1.7340 -0.3242
N 1.393067 2.892498 -3.458876 -1.2411 -0.0820 5.9255
C 0.523873 3.585741 -2.565983 1.0496 -1.1835 0.1817
C 0.353811 3.334733 -1.037156 1.7371 -1.3876 -0.2197
C -0.704593 4.222921 -0.167873 0.1038 -1.4931 -0.2551
C -2.074982 4.536001 -0.940632 0.4549 1.4436 1.5273
O -3.008466 3.475244 -0.613166 0.0176 0.8132 -2.2667
C -3.925100 3.183353 -1.689542 -0.8871 -0.7824 0.8235
C -3.697491 1.606195 -2.057056 1.8059 1.4146 0.0944
F -2.766338 1.537979 -3.166432 -2.2883 -0.2134 2.2495
F -3.022503 0.984353 -0.958931 -1.9956 0.7179 -2.5811
C -5.087346 0.910015 -2.445957 1.1944 0.1503 -1.9570
F -5.692986 1.768522 -3.436950 1.5265 -2.1981 2.2279
F -4.755800 -0.344239 -3.081184 -1.3012 2.7078 1.6243
C -6.125356 0.728179 -1.231608 -1.7809 0.4293 0.5112
F -7.317919 1.457011 -1.610094 2.5483 -1.7902 1.0915
F -5.697313 1.276340 0.005738 -0.5131 -1.1258 -2.9251
C -6.460276 -0.832185 -0.954324 -0.9445 1.1650 0.3346
F -7.236313 -1.326232 -2.033048 1.7104 0.8997 2.6494
F -7.223963 -0.845782 0.273314 1.4337 -0.2835 -2.9146
N 1.129126 2.346805 -0.322542 -0.6448 1.8260 -5.0442
C 2.051982 1.655060 -1.183133 0.6545 -0.5862 -0.5165
C 2.993302 0.584612 -0.525828 1.5912 -0.9746 -2.6757
H 4.180143 -3.022808 0.714142 0.4620 0.2000 -0.6783
H 7.195210 -0.749556 -1.215135 -0.7333 -0.5804 0.3443
H 4.823142 -0.590072 -3.584573 -1.2988 0.9747 1.3524
H 3.269536 1.188189 -4.666907 -0.3186 -0.0895 2.1789
H -0.122172 4.423467 -3.029678 1.2683 -1.6055 0.7383
H -0.223802 5.151377 0.307552 -0.7391 -1.3002 -1.2923
H -0.989263 3.539858 0.725771 0.4316 1.1256 -1.4750
H -2.502545 5.504079 -0.461337 0.7059 -1.4075 -0.8480
H -1.964215 4.760503 -2.054672 -0.1422 -0.7264 1.4552
H -4.992847 3.353491 -1.261568 1.9939 -0.7578 -1.1464
H -3.840740 3.865999 -2.600488 0.2351 -1.2056 1.0903
H -5.463517 -1.362369 -0.793045 -1.6963 0.1901 -0.3063
H 2.953596 0.371694 0.598452 -0.0865 0.6102 -1.8639
Cl 6.612147 -5.619831 1.331772 -0.1989 -0.0294 -0.0171
C 4.927646 -6.111976 1.553911 0.1477 0.0070 0.0749
Cl 4.821241 -7.856734 1.836908 -0.0405 0.0607 -0.0407
Cl 4.190095 -5.218931 2.892313 0.3541 -0.2767 -0.3935
H 4.379386 -5.878523 0.642577 0.1158 -0.0563 0.1850
Cl 1.716466 4.547307 1.657340 0.5920 0.2783 0.5018
C 3.427954 4.960716 1.482580 0.0579 -0.1051 0.0889
Cl 4.427993 3.502204 1.538767 -0.1082 0.1240 -0.0029
Cl 3.701815 5.845037 -0.026153 -0.0417 -0.0329 0.0921
H 3.712297 5.603817 2.313482 -0.0521 -0.1292 -0.1995
Cl -7.469272 -3.164882 2.953562 -0.0410 0.1465 -0.0223
C -8.104430 -1.549304 3.297631 -0.0101 0.0216 0.0250
Cl -9.785760 -1.644741 3.841319 0.1250 0.0255 -0.0784
Cl -7.104777 -0.732845 4.508224 -0.0693 -0.0404 -0.1402
H -8.074060 -0.966754 2.379224 -0.0080 -0.1489 0.2297
Cl 7.305821 -1.222234 -3.869027 0.3324 -0.0826 -0.6243
C 8.691984 -2.026027 -4.620782 0.0920 0.0350 -0.0616
Cl 9.558632 -0.908355 -5.684379 -0.0793 -0.1272 0.0535
Cl 9.777723 -2.676108 -3.384514 -0.1423 0.0366 -0.1169
H 8.322447 -2.854514 -5.222404 0.0619 0.1861 0.1417
Cl -0.348183 -4.309443 3.523472 0.1382 -0.0122 0.0795
C 1.055926 -3.588823 4.323945 -0.0646 0.0550 -0.0053
Cl 2.178984 -2.922508 3.129758 -0.3557 0.3642 0.2193
Cl 0.546156 -2.336497 5.464920 0.0777 -0.1515 -0.0805
H 1.571513 -4.369875 4.880235 -0.0864 0.1795 -0.1150
Cl -8.801311 4.344342 1.626801 0.0886 -0.0592 -0.1558
C -8.007807 4.219961 0.050609 -0.1636 0.0460 0.0362
Cl -8.581229 5.492156 -1.037193 0.0628 -0.1497 0.0584
Cl -6.248399 4.303159 0.232044 -0.4757 0.3386 0.4522
H -8.261491 3.255721 -0.385819 0.0928 0.2087 0.0944
Cl 3.367955 -8.761196 7.484778 0.0194 0.0412 -0.1694
C 3.734709 -7.917685 5.973368 0.1474 0.0363 0.0749
Cl 2.332341 -6.987345 5.424315 -0.0132 -0.1586 0.0147
Cl 5.140672 -6.863029 6.175094 -0.1296 -0.1313 -0.0552
H 3.970343 -8.661423 5.214106 -0.0724 0.1841 0.1335
```
Positions in Å, forces in eV/Å.

Summary:
Highest occupied orbital energy, eV: -8.6
Structure (SMILES): OP(O)(=S)c1ccc2ncc(CCOCC(F)(F)C(F)(F)C(F)(F)C(F)F)nc2c1.ClC(Cl)Cl.ClC(Cl)Cl.ClC(Cl)Cl.ClC(Cl)Cl.ClC(Cl)Cl.ClC(Cl)Cl.ClC(Cl)Cl
Electronic energy, hartree: -12387.76852
LUMO level, Eh: -0.047
Molar mass, u: 1319.951

(4)
Formula: C22H20Cl2N4O
Source: OMol25
Level of theory: ωB97M-V/def2-TZVPD

Structure (XYZ):
```
49
Properties=species:S:1:pos:R:3:forces:R:3
C 5.292469 3.288868 -0.130040 0.1689 0.1688 0.2241
C 4.247713 2.198735 0.057356 0.1385 0.0363 0.0070
C 3.001391 2.435178 -0.847513 0.8394 -1.6740 0.6932
C 3.245752 2.227140 -2.356125 0.2171 0.9149 0.5644
C 3.489229 3.598103 -3.032512 -0.1374 -0.8918 -0.4097
N 1.950258 1.506046 -0.396164 -1.5711 -2.4095 0.7154
C 2.148612 0.104703 -0.380013 -2.8955 -0.8447 0.2465
N 1.193180 -0.802797 -0.164974 1.8388 1.6595 0.1108
C -0.097207 -0.344280 0.147584 1.8727 0.7050 -0.6166
C -1.212825 -1.049969 0.454585 -0.9699 -0.7684 -0.4608
C -1.230372 -2.539096 0.582382 -0.7990 0.4582 0.5977
C -0.622481 -3.339534 -0.393726 0.4491 -0.3949 0.4150
C -0.443051 -4.711053 -0.173918 -0.6822 1.2970 1.3082
C -0.924490 -5.262424 1.027166 0.1120 -0.2681 -1.2543
Cl -0.765018 -6.989127 1.276920 0.0817 0.2967 0.0319
C -1.591243 -4.508229 1.957966 0.0259 1.2275 -0.0386
C -1.731633 -3.117896 1.755671 0.2497 -0.7784 -0.3122
N -2.238422 -0.104551 0.580228 3.5608 -0.1824 -0.9323
C -3.581502 -0.374067 0.810055 -1.6950 -0.0184 -0.2624
C -4.174251 0.272100 1.884407 -0.4448 -0.3899 0.2417
C -5.496474 0.083274 2.240260 -1.1721 -0.6443 -1.1159
C -6.298721 -0.775347 1.437493 0.3029 -0.1289 0.1405
C -5.725880 -1.414413 0.312306 -0.4307 0.6890 0.4699
C -4.397707 -1.177765 -0.029942 0.3955 0.4473 0.4137
Cl -3.841678 -1.779996 -1.567036 0.1730 0.0651 0.4342
N -1.727445 1.172515 0.404002 -1.4328 0.0499 0.4496
C -0.445692 1.023408 0.164871 1.0496 -2.2584 -0.0708
C 0.656673 1.963755 -0.045900 -0.6333 3.1895 -0.3711
O 0.433019 3.169229 0.026094 0.5694 -0.5751 -0.0821
H 4.837022 4.288648 -0.083748 0.1624 -0.2335 -0.1844
H 6.067216 3.259652 0.647357 -0.2187 -0.1302 -0.1322
H 5.795966 3.129190 -1.079263 0.0893 0.3495 -0.1899
H 4.752327 1.227963 -0.153376 -0.5785 0.4339 0.0834
H 3.941141 2.190704 1.114815 -0.1454 -0.0973 -0.3598
H 2.636907 3.417548 -0.649682 -0.4340 0.6694 0.0999
H 4.089551 1.545730 -2.489674 -0.0039 0.0137 -0.1250
H 2.348868 1.742156 -2.731863 0.0260 0.0519 -0.4096
H 3.792335 3.457607 -4.069732 -0.1925 -0.0505 -0.1599
H 2.539544 4.156673 -3.026803 0.6111 0.1391 0.1609
H 4.335842 4.121457 -2.582909 -0.4463 0.1881 0.2465
H 3.138927 -0.282235 -0.585939 0.0009 0.2704 -0.0848
H -0.170485 -2.867176 -1.263500 -0.2382 -0.1364 0.1237
H 0.131032 -5.285808 -0.847817 0.2991 -0.6467 -0.6687
H -1.930213 -4.983440 2.853852 -0.2617 -0.0771 0.3818
H -2.190286 -2.497107 2.526902 0.1003 -0.1847 -0.2333
H -3.586197 0.934029 2.474973 0.5609 0.3672 0.2499
H -5.927475 0.659871 3.062192 0.1377 -0.3745 -0.2277
H -7.375759 -0.966024 1.662818 1.1082 0.2992 -0.1480
H -6.338466 -2.001946 -0.380085 0.2422 0.1708 0.4402
```
Positions in Å, forces in eV/Å.

Summary:
Highest occupied orbital energy, eV: -8.3
Energy above the lowest of the compared OMol25 structures with the same formula, charge and spin, eV: 0.041
Structure (SMILES): CCC(CC)n1cnc2c(-c3ccc(Cl)cc3)n(-c3ccccc3Cl)nc2c1=O
Electronic energy, hartree: -2064.98557
LUMO level, Eh: 0.004
Molar mass, u: 427.335

> Which value of molar mass does entry 3 give?

1319.951 u

> Which value of molar mass does entry 3 give?

1319.951 u